# 1
Below is a cluster of 3 separate species, C24H44O2 in total at a distorted geometry, with properties calculated with the ωB97M-V functional and the def2-TZVPD basis.

## Properties
SMILES ... CC1=C(CCC(C)C)C(=O)C=CC1=O.CCCCCC.CCCCCC
HOMO ... -9.802 eV
Total charge ... 0
Calculated total energy ... -1091.3168 hartree

Geometry (Å):
C -0.6601 -3.7086 2.1853
C -1.4442 -2.5787 1.5752
C -1.0332 -1.3283 1.6120
C 0.2283 -0.8139 2.2428
C 1.5545 -1.2555 1.5792
C 1.6470 -1.0747 0.0436
C 1.2298 -2.3487 -0.7195
C 0.9591 0.1990 -0.5086
C -1.9337 -0.2963 1.0076
O -1.8410 0.8530 1.2755
C -3.0179 -0.7130 0.0660
C -3.4107 -1.9537 0.0398
C -2.7547 -2.9380 0.9438
O -3.2605 -3.9702 1.1897
H -0.8829 -3.7891 3.2511
H -1.0391 -4.6347 1.7447
H 0.4012 -3.6774 1.9668
H 0.2483 -1.1739 3.2778
H 0.2298 0.2715 2.2881
H 1.8530 -2.2798 1.8074
H 2.3319 -0.6164 2.0107
H 2.7129 -0.9650 -0.1822
H 1.9084 -3.1337 -0.3747
H 0.1970 -2.6295 -0.5155
H 1.3843 -2.2135 -1.7922
H 0.7987 0.9209 0.2921
H 0.0453 -0.0508 -1.0501
H 1.6403 0.6815 -1.2123
H -3.5095 0.0033 -0.5777
H -4.2108 -2.3170 -0.5887
C -4.6643 6.2140 4.9350
C -3.1735 5.9085 4.8233
C -2.7909 5.2492 3.4986
C -3.4346 3.8849 3.2431
C -3.1566 2.8294 4.3124
C -1.6776 2.4820 4.4428
H -5.2688 5.3072 4.8874
H -4.8824 6.7055 5.8850
H -4.9839 6.8825 4.1324
H -2.8662 5.2803 5.6638
H -2.6162 6.8444 4.9190
H -1.7020 5.1512 3.4565
H -3.0618 5.9196 2.6764
H -3.0830 3.5109 2.2765
H -4.5174 4.0053 3.1411
H -3.7079 1.9213 4.0523
H -3.5451 3.1553 5.2818
H -1.2858 2.1072 3.4952
H -1.5340 1.7062 5.1982
H -1.0830 3.3467 4.7434
C 5.7450 -2.7052 -6.4334
C 5.1114 -1.5283 -5.6973
C 4.3299 -1.9463 -4.4523
C 3.1339 -2.8633 -4.7154
C 2.0864 -2.3021 -5.6763
C 1.4229 -1.0268 -5.1648
H 4.9942 -3.4087 -6.7961
H 6.3111 -2.3535 -7.2977
H 6.4343 -3.2448 -5.7802
H 4.4657 -0.9740 -6.3838
H 5.9028 -0.8376 -5.3944
H 3.9905 -1.0455 -3.9315
H 5.0093 -2.4531 -3.7592
H 2.6529 -3.0874 -3.7576
H 3.4876 -3.8230 -5.1033
H 1.3143 -3.0615 -5.8277
H 2.5296 -2.1173 -6.6587
H 0.9305 -1.2030 -4.2054
H 0.6665 -0.6804 -5.8713
H 2.1448 -0.2188 -5.0354

# 2
Below is a structure of composition C24H45AsO3PdSSb at a distorted geometry, with properties calculated with the ωB97M-V functional and the def2-TZVPD basis.

## Properties
HOMO (spin up / spin down) ... -9.825 / -9.813 eV
Total charge ... +1
Relative energy (zero: lowest compared OMol25 entry of this formula, charge and spin) ... 2.899 eV
Calculated total energy ... -4168.9896 hartree

Geometry (Å):
Pd 1.0946 -0.7202 -0.1635
C 1.7552 6.4027 0.4423
O 1.7935 5.8631 1.7432
C 1.4827 4.5666 1.9165
C 1.5928 4.1009 3.2440
C 1.3848 2.7791 3.5338
C 1.0160 1.8440 2.5532
C 0.9625 0.4266 2.8507
C 1.6762 -0.0615 4.0904
O 0.3825 -0.4134 2.1448
C 0.8258 2.3198 1.2053
O 0.4591 1.5786 0.2316
C 1.0907 3.6899 0.9316
H 2.1444 7.4150 0.5265
H 0.7282 6.4368 0.0704
H 2.3792 5.8274 -0.2466
H 1.8593 4.8215 4.0014
H 1.4987 2.4624 4.5585
H 1.1228 0.2398 4.9792
H 2.6825 0.3454 4.1474
H 1.7181 -1.1503 4.0584
H 0.9587 4.0032 -0.0913
C 5.5320 -2.3906 -1.1201
As 3.6223 -2.0211 -0.9962
C 3.0759 -1.8903 -2.8816
C 2.8950 -3.6708 -0.2106
S 3.3773 -0.2495 0.1037
H 5.7221 -3.2845 -1.7137
H 5.9399 -2.5292 -0.1164
H 6.0251 -1.5332 -1.5834
H 2.7819 -2.8705 -3.2613
H 3.9327 -1.5224 -3.4528
H 2.2509 -1.1772 -2.9825
H 2.5020 -4.3141 -0.9993
H 2.1077 -3.4220 0.5081
H 3.7020 -4.1881 0.3136
C -3.1640 -0.9950 2.1823
C -3.2537 0.0018 1.0436
C -4.5091 -0.1751 0.2187
C -3.1035 1.4182 1.5598
Sb -1.4626 -0.4116 -0.3217
C -1.3430 -2.7092 -0.6863
C -2.6750 -3.3549 -1.0034
C -0.7332 -3.2478 0.5986
C -0.3611 -2.8887 -1.8346
C -1.5062 0.7304 -2.3272
C -2.5684 0.1862 -3.2626
C -1.7805 2.1809 -1.9762
C -0.0993 0.5940 -2.8975
H -3.9129 -0.7606 2.9395
H -2.1809 -0.9484 2.6533
H -3.3541 -2.0061 1.8275
H -5.3855 -0.0875 0.8607
H -4.5384 -1.1514 -0.2576
H -4.5806 0.5893 -0.5502
H -3.9319 1.6548 2.2288
H -3.1141 2.1374 0.7435
H -2.1742 1.5290 2.1172
H -3.3793 -3.2489 -0.1821
H -2.5285 -4.4236 -1.1730
H -3.1166 -2.9289 -1.9024
H -1.4345 -3.1960 1.4296
H 0.1576 -2.6543 0.8801
H -0.4378 -4.2909 0.4689
H -0.7805 -2.5310 -2.7753
H -0.1183 -3.9470 -1.9540
H 0.5819 -2.3324 -1.6143
H -3.5535 0.2436 -2.8047
H -2.3867 -0.8473 -3.5481
H -2.5803 0.7879 -4.1727
H -2.7980 2.3184 -1.6183
H -1.6530 2.7979 -2.8660
H -1.0758 2.5213 -1.2182
H 0.0495 -0.3885 -3.3527
H 0.6599 0.7729 -2.1123
H 0.0536 1.3456 -3.6724

# 3
Below is a structure of composition C24H45Br9O15S3 at a distorted geometry, with properties calculated with the ωB97M-V functional and the def2-TZVPD basis.

## Properties
HOMO ... -9.900 eV
Total charge ... 0
Calculated total energy ... -26430.7306 hartree

Geometry (Å):
O -3.8651 -1.0193 -3.7816
C -4.2351 -2.0325 -3.2547
O -3.4168 -2.7819 -2.4866
C -4.0976 -3.9720 -2.0529
C -5.3655 -4.0861 -2.9017
C -5.6377 -2.6351 -3.2654
H -4.2973 -3.7890 -0.9914
H -3.4788 -4.8654 -2.1064
H -6.1170 -4.5854 -2.2916
H -5.2152 -4.6557 -3.8194
H -6.1938 -2.1579 -2.4521
H -6.0968 -2.3900 -4.2161
O -7.2355 -0.7548 -0.6602
C -6.1360 -0.7121 -0.1949
O -5.8419 -1.4655 0.9174
C -4.5140 -1.2337 1.3694
C -3.7999 -0.4769 0.2168
C -4.9463 0.1648 -0.5442
H -3.9870 -2.1618 1.5818
H -4.5256 -0.6563 2.2999
H -3.3725 -1.3073 -0.3468
H -3.0093 0.1822 0.5504
H -4.8177 0.1482 -1.6260
H -5.1852 1.1733 -0.2011
O 1.8250 2.5651 -2.4987
C 1.9394 3.7392 -2.3175
O 2.9033 4.2291 -1.4823
C 2.7010 5.6410 -1.3050
C 2.0915 6.0888 -2.6339
C 1.1944 4.8869 -2.9755
H 3.6682 6.1082 -1.1347
H 2.0552 5.8416 -0.4488
H 2.8838 6.2202 -3.3691
H 1.5542 7.0321 -2.5433
H 1.1211 4.7110 -4.0438
H 0.2084 4.9662 -2.5172
O -1.6354 3.1733 2.9809
S -2.0919 3.7756 1.7826
O -1.5438 3.4238 0.5174
O -3.6433 3.5157 1.6064
C -4.4721 3.4830 2.7826
C -5.8754 3.8705 2.4072
C -2.0500 5.5360 1.9447
H -4.0508 4.1582 3.5362
H -4.4629 2.4966 3.2473
H -6.2885 3.0971 1.7592
H -5.9451 4.8285 1.8929
H -6.4700 3.9653 3.3155
H -1.0405 5.8162 2.2349
H -2.7846 5.8445 2.6820
H -2.2669 5.9353 0.9578
O -0.5809 -1.8136 -2.1920
S -0.3875 -1.0860 -0.9948
O -0.8976 -1.6014 0.2453
O 1.1586 -0.8164 -0.8329
C 1.7102 -0.5880 0.4827
C 2.1949 0.8317 0.6230
C -0.9400 0.5641 -1.2357
H 2.5213 -1.3061 0.6427
H 0.9697 -0.8777 1.2280
H 1.3622 1.5002 0.8662
H 2.7094 1.2184 -0.2502
H 2.8725 0.9240 1.4762
H -0.4306 0.9537 -2.1150
H -0.6872 1.1448 -0.3537
H -2.0051 0.5290 -1.4464
O 3.9097 -4.5726 0.5563
S 5.0992 -5.0004 -0.1079
O 5.0959 -5.2064 -1.5110
O 6.2645 -3.9930 0.2468
C 6.1076 -2.6880 -0.3650
C 6.9932 -2.5407 -1.5972
C 5.7500 -6.3833 0.7737
H 6.4176 -1.9897 0.4133
H 5.0657 -2.4171 -0.5523
H 7.7705 -1.8020 -1.4089
H 6.4376 -2.2281 -2.4773
H 7.4437 -3.5063 -1.8159
H 5.3310 -7.2984 0.3680
H 5.3818 -6.2383 1.7871
H 6.8335 -6.3621 0.7511
C 4.8811 1.7141 -1.8682
Br 3.9905 0.2090 -2.5889
Br 5.5126 2.9924 -3.1499
Br 6.2086 1.2681 -0.5195
H 4.1660 2.2656 -1.2777
C -0.0677 -4.3843 3.9282
Br 0.8537 -3.5522 2.4663
Br -1.9628 -4.2899 3.6832
Br 0.3876 -3.4754 5.5824
H 0.2811 -5.4000 4.0227
C 4.3531 -0.8196 4.5547
Br 3.2696 0.7549 4.2664
Br 5.9552 -0.3338 5.5097
Br 4.7814 -1.6780 2.8984
H 3.7821 -1.5000 5.1676